[1]
The following is a quantum chemistry calculation of C46H36IN4O2ReS2 as an isolated structure in a non-equilibrium geometry, from the OMol25 dataset.

## Properties
Gap between HOMO and LUMO (alpha / beta) = 0.2416 / 0.2053 Eh
LUMO level (alpha / beta) = -8.450 / -9.440 eV
Multiplicity = 4
ΔE to the lowest compared entry with this formula, charge and spin = 0.000 eV
Net charge = +3

```
92
Properties=species:S:1:pos:R:3:forces:R:3
Re 1.529820 0.674132 0.745633 1.1 -0.6 -0.5
I 2.292954 1.153562 3.339118 0.1 -0.1 0.3
C 1.939438 -0.871711 3.911326 -0.2 0.5 -1.3
C 2.247905 -1.303368 5.147143 -0.4 -0.9 -0.1
C 1.941841 -2.655459 5.498206 -0.1 0.5 -0.9
C 1.354348 -3.456071 4.542937 -0.5 0.9 0.6
C 1.012807 -2.944900 3.254182 0.2 -1.3 0.0
C 0.419697 -3.819040 2.294036 0.1 1.0 -1.1
C 0.258482 -3.352106 0.998613 -1.0 -1.6 0.1
C 0.599673 -2.052881 0.616245 0.3 -0.5 0.5
C 1.146355 -1.171858 1.525032 -0.3 0.3 0.5
C 1.347184 -1.632892 2.878390 0.2 0.4 -0.2
H 2.686319 -0.625805 5.828795 0.4 0.4 0.9
H 2.161366 -2.960264 6.507843 0.0 -0.3 0.0
H 0.983395 -4.441067 4.782383 0.3 -0.2 0.1
H 0.118060 -4.839029 2.518564 0.2 0.2 0.2
H -0.232381 -4.031211 0.261064 0.6 0.7 0.6
H 0.465747 -1.805170 -0.415179 -0.1 0.2 -0.4
C 4.408810 -1.816045 -5.905622 0.6 0.1 -0.3
C 3.645956 -1.236605 -4.766952 -1.0 0.3 0.7
C 2.714154 -2.047129 -4.097556 -0.1 -1.8 -0.2
C 1.867509 -1.632407 -3.106799 -0.4 0.8 0.8
C 1.913535 -0.289415 -2.720994 0.8 0.3 -0.7
C 2.797961 0.590599 -3.348488 0.4 -1.2 -0.6
C 3.639676 0.105253 -4.374377 -0.1 0.8 -0.2
S 0.807832 0.509430 -1.639660 -0.3 -0.3 0.9
O 1.055358 1.954718 -1.736175 0.1 0.6 -0.1
C -0.799648 0.063362 -2.213928 -1.1 -0.3 -0.7
C -0.861106 -0.108620 -3.650685 -0.7 -0.1 0.8
C -2.050045 -0.411677 -4.282489 1.6 0.3 0.0
C -3.206672 -0.467517 -3.519267 -1.6 -0.3 -1.0
C -4.456524 -0.761860 -4.202208 2.1 0.6 -0.7
C -5.617576 -0.577912 -3.574013 -1.4 -0.2 -0.1
C -5.636979 -0.258642 -2.207173 1.5 0.5 0.4
C -4.475021 -0.079732 -1.495976 0.1 -0.3 -0.1
C -3.200515 -0.159643 -2.148980 -0.5 0.1 0.7
C -1.980219 0.031210 -1.426675 1.1 -0.3 -0.7
C -2.043563 -0.080289 0.078594 -0.4 0.6 -0.5
C -2.539107 -1.292984 0.625660 0.2 -0.9 0.1
C -2.867220 -2.415993 -0.178013 -0.1 1.1 -0.5
C -3.275257 -3.586689 0.359385 0.6 -0.1 0.5
C -3.274874 -3.742091 1.750002 0.0 0.1 0.8
C -2.999830 -2.669046 2.569674 0.2 -1.2 -0.5
C -2.628840 -1.437394 2.026206 -0.2 0.2 0.1
C -2.416749 -0.342631 2.896804 0.1 -0.3 -0.5
C -2.110471 0.858778 2.365369 0.6 0.0 -0.5
C -1.852112 0.946721 0.969200 -0.2 0.9 -0.1
S -1.150326 2.474725 0.316103 0.6 -1.5 0.2
O 0.336457 2.198773 0.915847 -0.6 0.3 0.0
C -1.709162 3.758656 1.290103 0.3 0.0 -0.1
C -2.626497 4.567290 0.653763 -1.0 0.8 -0.1
C -3.219551 5.588159 1.397726 1.0 0.0 0.6
C -2.776974 5.840112 2.704598 -0.1 0.4 -0.4
C -3.295590 7.041774 3.447286 -1.0 -0.4 -0.4
C -1.751143 5.052000 3.249168 -0.8 1.6 0.9
C -1.219993 4.028106 2.567380 1.0 -1.2 -0.2
H 4.843292 -2.802235 -5.675602 -0.1 0.4 0.1
H 5.198346 -1.145853 -6.270669 -0.2 -0.2 0.2
H 3.720009 -1.981186 -6.731697 -0.1 0.0 -0.1
H 2.582209 -3.106009 -4.385386 0.4 0.6 0.0
H 1.131950 -2.278386 -2.635961 0.2 -0.2 -0.3
H 2.794308 1.628539 -3.098293 0.0 0.5 0.0
H 4.176952 0.876215 -4.953198 0.1 -0.6 0.4
H 0.035160 -0.020091 -4.220818 0.4 0.1 -0.3
H -2.090713 -0.544758 -5.373297 0.1 0.0 0.6
H -4.385794 -0.957080 -5.281311 -0.2 0.0 0.6
H -6.564610 -0.654025 -4.116391 0.3 -0.1 0.2
H -6.563315 -0.058951 -1.760185 -1.1 0.0 0.8
H -4.455676 0.076835 -0.416737 -0.4 0.2 -0.4
H -2.885692 -2.234145 -1.242041 0.2 -0.6 0.0
H -3.459222 -4.434461 -0.251700 -0.4 -0.5 -0.5
H -3.469922 -4.723390 2.177030 -0.1 0.2 0.0
H -2.956371 -2.801171 3.633121 -0.2 0.0 0.4
H -2.513298 -0.531386 3.950365 -0.1 0.3 0.3
H -1.984231 1.722005 2.977580 0.0 0.4 0.3
H -2.879584 4.469504 -0.405165 0.1 -0.2 0.3
H -3.884482 6.310940 0.961773 -0.3 -0.1 -0.3
H -4.262943 7.325988 2.998513 0.4 0.1 0.3
H -2.631486 7.893928 3.393235 0.3 0.1 -0.2
H -3.461119 6.833675 4.500457 0.0 -0.1 0.1
H -1.363542 5.362512 4.210912 0.1 -0.2 0.1
H -0.358297 3.496905 2.984594 -0.5 -0.1 -0.3
N 7.951189 0.061528 1.029804 -0.2 0.9 -1.7
C 6.905052 0.131488 0.195855 0.2 -0.2 0.1
N 6.949681 0.791106 -0.968542 -0.8 -0.4 0.6
N 5.804188 -0.534945 0.557192 -1.6 0.0 0.0
C 4.581898 -0.242385 0.314781 1.2 -0.2 0.9
N 3.421262 -0.055695 0.316795 -0.6 0.3 -0.3
H 8.802171 0.528489 0.751514 0.1 -0.2 0.2
H 7.977988 -0.547429 1.818143 -0.3 -0.3 0.4
H 7.767653 1.278482 -1.255388 0.4 0.4 -0.3
H 6.108252 0.805190 -1.550492 0.8 0.1 0.3
```
Forces are in eV/Å.



[2]
The following is a quantum chemistry calculation of C46H36N7O2SbSn as an isolated structure, from the OMol25 dataset.

## Properties
Gap between HOMO and LUMO = 0.2425 Eh
LUMO level = -0.427 eV
Multiplicity = 1
ΔE to the lowest compared entry with this formula, charge and spin = 0.000 eV

```
93
Properties=species:S:1:pos:R:3:forces:R:3
Sn 0.959930 1.119798 -0.888307 0.0 -0.1 0.0
N 1.878147 0.270987 4.557566 0.0 0.0 0.0
C 1.494655 0.149481 3.265977 0.0 0.0 0.0
N 2.168010 0.529280 2.241865 0.0 0.0 0.0
C 3.401876 1.134176 2.448044 0.0 0.0 0.0
N 4.153691 1.544649 1.488415 0.1 0.0 0.0
N 3.614265 1.452819 0.225049 0.0 0.0 0.0
C 4.468078 1.236818 -0.685514 0.0 0.0 0.0
C 4.087327 1.226047 -2.105272 0.0 0.0 0.0
C 5.081600 1.070041 -3.060755 0.0 0.0 0.0
C 4.745343 1.097086 -4.404062 0.0 0.0 0.0
C 3.422589 1.292766 -4.753737 0.0 0.0 0.0
C 2.485839 1.438974 -3.742176 0.0 0.0 0.0
N 2.803195 1.399196 -2.450979 -0.1 0.0 0.0
C 3.897089 1.297636 3.826273 0.0 0.0 0.0
C 5.129175 1.884337 4.121990 0.0 0.0 0.0
C 5.543879 2.021533 5.429656 0.0 0.0 0.0
C 4.730610 1.570908 6.470642 0.0 0.0 0.0
C 3.511299 0.986906 6.201910 0.0 0.0 0.0
C 3.098813 0.852749 4.877307 0.0 0.0 0.0
H 1.266827 -0.049474 5.289166 0.0 0.0 0.0
H 0.525634 -0.316193 3.117130 0.0 0.0 0.0
H 5.521085 1.082654 -0.448662 0.0 0.0 0.0
H 6.105730 0.930482 -2.742133 0.0 0.0 0.0
H 5.506791 0.971458 -5.162485 0.0 0.0 0.0
H 3.105301 1.328371 -5.786005 0.0 0.0 0.0
H 1.441165 1.593838 -3.970980 0.0 0.0 0.0
H 5.741196 2.224691 3.298779 0.0 0.0 0.0
H 6.499183 2.477867 5.650270 0.0 0.0 0.0
H 5.055978 1.678310 7.496939 0.0 0.0 0.0
H 2.874615 0.634541 7.004445 0.0 0.0 0.0
O -0.069926 2.406257 -2.362447 0.0 0.1 0.0
C -0.802198 2.287672 -3.428735 0.0 0.0 0.0
C -1.275828 3.445517 -4.090215 0.0 0.0 0.0
C -2.054074 3.358593 -5.219610 0.0 0.0 0.0
C -2.400282 2.116096 -5.765817 0.0 0.0 0.0
C -1.937730 0.977759 -5.149627 0.0 0.0 0.0
C -1.142888 1.031118 -3.992630 0.0 0.0 0.0
C -0.668736 -0.224290 -3.464181 0.0 0.0 0.0
N 0.108088 -0.400789 -2.455493 0.1 0.0 0.0
N 0.465198 -1.729991 -2.244775 0.0 0.0 0.0
C 1.460598 -1.816444 -1.406621 0.0 0.0 0.0
O 2.054985 -0.827742 -0.836293 -0.1 0.0 0.1
C 1.924726 -3.189061 -1.050784 0.1 0.0 -0.1
C 1.455660 -4.312603 -1.727173 0.0 0.0 0.0
C 1.867281 -5.577608 -1.340920 0.0 0.0 0.0
C 2.746803 -5.732166 -0.275220 0.0 0.0 0.0
C 3.218513 -4.614514 0.397869 0.0 0.0 0.0
C 2.812003 -3.345506 0.008473 0.0 0.0 0.0
H -1.008011 4.403583 -3.662860 0.0 0.0 0.0
H -2.404693 4.268202 -5.693649 0.0 0.0 0.0
H -3.011726 2.054533 -6.655824 0.0 0.0 0.0
H -2.182760 0.002131 -5.557069 0.0 0.0 0.0
H -0.960469 -1.125391 -4.005680 0.0 0.0 0.0
H 0.759700 -4.175355 -2.543169 0.0 0.0 0.0
H 1.500128 -6.448274 -1.869550 0.0 0.0 0.0
H 3.064317 -6.722316 0.026717 0.0 0.0 0.0
H 3.904761 -4.731012 1.227366 0.0 0.0 0.0
H 3.164935 -2.459811 0.520745 0.0 0.0 0.0
C -6.044625 0.850075 4.539036 0.0 0.0 0.0
C -5.066740 -0.123916 4.677212 0.0 0.0 0.0
C -4.001344 -0.174127 3.786977 0.0 0.0 0.0
C -3.899110 0.744344 2.745167 -0.1 0.1 -0.1
C -4.884326 1.721467 2.620910 0.0 0.0 0.0
C -5.951420 1.773817 3.507408 0.0 0.0 0.0
Sb -2.192638 0.765719 1.431637 0.0 0.0 0.2
C -2.090719 -1.355250 1.206228 0.0 0.0 0.0
C -0.837576 -1.950138 1.073884 0.0 0.0 0.0
C -0.711599 -3.330390 0.955206 0.0 0.0 0.0
C -1.844957 -4.126452 0.959006 0.0 0.0 0.0
C -3.102228 -3.545243 1.079301 0.0 0.0 0.0
C -3.223859 -2.169955 1.204186 0.0 0.0 0.0
C -3.265959 1.219953 -0.359200 0.1 0.0 0.0
C -3.492051 2.560703 -0.668140 0.0 0.0 0.0
C -4.184155 2.916810 -1.816243 0.0 0.0 0.0
C -4.648700 1.933801 -2.678109 0.0 0.0 0.0
C -4.406443 0.599386 -2.392752 0.0 0.0 0.0
C -3.712684 0.242717 -1.243236 -0.1 0.0 0.0
H -6.877558 0.887263 5.229465 0.0 0.0 0.0
H -5.134310 -0.851822 5.476431 0.0 0.0 0.0
H -3.253716 -0.951598 3.902409 0.0 0.0 0.0
H -4.838632 2.444079 1.813520 0.0 0.0 0.0
H -6.713294 2.534195 3.388875 0.0 0.0 0.0
H 0.059487 -1.337100 1.039987 0.0 0.0 0.0
H 0.269415 -3.774772 0.845066 -0.1 0.0 0.0
H -1.752091 -5.200782 0.861076 0.0 0.0 0.0
H -3.989449 -4.166382 1.076721 0.0 0.0 0.0
H -4.208204 -1.727387 1.308498 0.0 0.0 0.0
H -3.112169 3.344227 -0.019863 0.0 0.0 0.0
H -4.347212 3.962461 -2.045499 0.0 0.0 0.0
H -5.175497 2.208208 -3.582660 0.0 0.0 0.0
H -4.747138 -0.170020 -3.074397 0.0 0.0 0.0
H -3.525791 -0.805207 -1.041286 0.0 0.0 0.0
```
Forces are in eV/Å.



[3]
The following is a quantum chemistry calculation of C46H37BrCoN3O5 as an isolated structure in a non-equilibrium geometry, from the OMol25 dataset.

## Properties
Gap between HOMO and LUMO (alpha / beta) = 0.1850 / 0.1597 Eh
LUMO level (alpha / beta) = -2.726 / -3.469 eV
Multiplicity = 5

```
93
Properties=species:S:1:pos:R:3:forces:R:3
Co 11.131275 16.739665 11.526375 -0.1 2.7 -2.5
C 13.050229 22.871264 11.507125 -1.8 0.1 3.0
C 13.160864 21.757327 10.567915 1.8 -1.7 -0.9
C 14.115969 22.107431 9.377107 -0.9 2.4 1.0
O 13.792489 20.614545 11.231686 -1.2 -0.6 -0.4
C 12.888478 19.483771 11.223030 -0.7 0.1 -1.4
C 11.709284 19.910277 10.230800 1.1 0.0 0.2
O 11.863041 21.346940 10.143520 0.6 -0.3 0.2
C 10.208372 19.505217 10.611885 -0.6 -0.4 -0.3
O 10.140257 18.359100 11.426455 0.3 0.9 -0.1
C 9.303831 20.635334 11.203000 -0.9 0.8 1.1
C 9.038736 21.835139 10.455499 -0.3 -0.5 1.4
C 7.972497 22.677278 10.768711 0.5 -1.4 1.1
C 7.224279 22.442678 11.949447 0.3 1.3 -1.4
C 7.552629 21.422412 12.793540 -0.3 -2.6 -0.6
C 8.517275 20.437587 12.383445 0.6 0.9 -0.7
C 9.506584 19.204690 9.230570 0.5 -1.0 -1.3
C 9.836503 19.874110 8.021214 -1.0 0.0 0.1
C 9.308015 19.457721 6.791898 -0.8 -0.3 0.4
C 8.499768 18.291363 6.719489 0.5 0.1 -0.7
C 8.228317 17.540244 7.878111 0.5 1.9 0.5
C 8.673784 18.078413 9.119190 -0.1 -0.3 1.0
C 13.513787 18.056453 10.802159 1.8 1.3 -1.1
O 12.565348 17.214591 10.352202 -1.5 -1.3 1.0
C 14.432572 18.253346 9.541073 0.4 0.6 1.2
C 15.748523 18.690380 9.708142 0.5 0.0 0.3
C 16.560742 18.908596 8.617481 0.7 -0.2 -1.2
C 16.077835 18.700811 7.267906 1.2 0.6 0.8
C 14.803835 18.202342 7.125378 -0.9 0.4 0.3
C 13.968604 18.021120 8.259547 0.6 -0.4 -0.2
C 14.303836 17.472135 12.033518 -0.7 -1.7 0.0
C 14.318802 16.040083 12.238235 0.6 0.5 -0.5
C 14.664966 15.512694 13.498414 -1.3 -0.4 -1.8
C 15.137698 16.309149 14.512051 0.5 0.6 -0.4
C 15.315726 17.682326 14.295379 -2.0 -0.1 -1.2
C 14.756802 18.251116 13.082293 0.7 0.5 1.5
H 13.887715 23.085919 12.156177 0.7 -0.3 -0.4
H 12.220940 22.677447 12.254083 0.7 0.0 -0.9
H 12.777113 23.759136 11.016979 -0.3 1.3 -0.8
H 15.176788 22.242262 9.694216 -0.8 -0.7 -0.1
H 13.823988 23.149017 8.993186 0.2 -1.5 0.2
H 13.939810 21.370498 8.638260 0.4 -0.7 -1.0
H 12.484937 19.356867 12.206214 -0.4 0.0 0.8
H 11.906808 19.475101 9.217199 0.0 0.3 0.9
H 9.724185 22.160003 9.705286 0.1 -0.3 -0.7
H 7.698095 23.437070 10.066898 0.0 0.6 0.0
H 6.417503 23.144664 12.139394 -0.1 -0.3 0.3
H 6.797565 21.092650 13.531490 0.9 0.6 0.1
H 8.668703 19.550965 13.010759 0.0 0.3 -0.5
H 10.353150 20.828498 8.048010 0.4 -0.3 0.1
H 9.413690 20.088620 5.884945 0.2 -0.6 0.7
H 8.142891 18.019826 5.687869 0.2 0.0 1.3
H 7.647002 16.631612 7.866498 -0.2 0.0 -0.1
H 8.382176 17.670850 10.140209 0.4 0.0 -1.6
H 16.198433 18.815765 10.714566 -0.6 0.0 -0.7
H 17.620456 19.141646 8.866621 -0.8 0.1 -0.7
H 16.679693 18.970497 6.346696 -0.6 -0.5 1.4
H 14.399534 18.036788 6.123092 0.1 -0.1 0.4
H 12.986943 17.583554 8.200489 -0.2 0.1 -0.4
H 14.163001 15.339911 11.371883 -0.4 0.9 1.0
H 14.379786 14.465305 13.727306 0.8 0.5 -0.4
H 15.397635 15.705292 15.357219 0.3 0.6 1.0
H 15.557337 18.354463 15.102586 0.4 0.0 0.0
H 14.631946 19.360571 13.026417 0.4 -1.1 0.0
Br 14.535015 5.263930 12.216374 0.3 0.0 -0.3
C 13.870763 7.007538 12.025837 0.1 0.5 1.4
C 14.022974 7.874685 13.154695 -0.7 -0.1 -0.4
C 13.215769 8.978963 13.206796 0.5 0.5 0.4
C 12.351433 9.271085 12.089941 0.8 -1.7 1.7
C 12.265460 8.453694 10.960299 1.0 -0.3 -0.8
C 13.070413 7.328724 10.932612 0.2 0.1 0.3
N 11.402164 10.148374 12.234827 -2.1 3.3 0.4
N 11.457591 10.810301 13.388635 0.0 0.1 0.5
C 11.002739 12.036090 13.488552 -1.2 0.2 -0.8
C 11.292131 12.783437 14.683769 1.8 1.1 0.3
C 11.620475 14.135110 14.657538 -0.9 -1.5 0.7
C 11.218341 14.842108 13.503708 1.9 6.2 -0.4
O 11.329706 16.152164 13.266189 0.5 -4.3 4.1
C 10.675252 14.181570 12.423648 -1.8 -2.2 -5.3
N 10.391986 14.923600 11.280708 -1.7 -0.8 1.5
C 9.520002 14.435597 10.382114 1.9 -0.1 1.5
C 9.172000 13.107327 10.419852 -1.3 -1.5 -0.7
C 9.551965 12.270033 11.471400 -0.4 0.1 -2.2
C 10.381898 12.810362 12.400556 1.2 0.5 2.1
H 14.626638 7.655500 14.034438 0.0 -0.4 -0.5
H 13.156211 9.628066 14.141672 0.2 -1.1 -1.7
H 11.638673 8.763220 10.111179 0.2 -0.3 0.6
H 13.110592 6.637991 10.119406 -0.4 -0.2 -0.5
H 11.539849 12.209410 15.556843 0.2 -0.2 0.3
H 12.134441 14.638550 15.477859 -0.5 -0.1 -0.2
H 9.113703 15.123359 9.686005 0.1 0.5 -0.9
H 8.605387 12.725652 9.546608 0.1 0.2 1.0
H 9.260885 11.228127 11.523936 0.1 0.2 -0.2
```
Forces are in eV/Å.